one.
Entry from the OMol25 dataset: an isolated molecule of C16H20N2O4S (wB97M-V/def2-TZVPD).

## Properties
Net charge: 0
HOMO-LUMO gap (eV): 8.997
HOMO level (eV): -8.502
SMILES string: CC(C)CC(=O)Nc1ccc(S(=O)(=O)NCc2ccco2)cc1

Element x y z (Å)
C  3.40  0.37  1.60
C  4.16  0.00  0.33
C  4.00  1.09  -0.72
C  3.74  -1.37  -0.23
C  2.31  -1.37  -0.74
O  2.02  -1.14  -1.90
N  1.39  -1.64  0.23
C  0.00  -1.56  0.13
C  -0.73  -1.38  1.31
C  -2.10  -1.22  1.25
C  -2.74  -1.26  0.02
S  -4.49  -0.90  -0.08
O  -5.01  -0.75  1.25
O  -5.11  -1.81  -0.99
N  -4.56  0.61  -0.81
C  -3.99  1.71  -0.07
C  -2.49  1.78  -0.15
C  -1.54  2.05  0.78
C  -0.29  1.97  0.11
C  -0.58  1.65  -1.18
O  -1.90  1.54  -1.35
C  -2.03  -1.50  -1.14
C  -0.66  -1.65  -1.09
H  3.49  -0.41  2.36
H  3.80  1.28  2.02
H  2.34  0.53  1.39
H  5.22  -0.08  0.59
H  4.37  2.04  -0.34
H  4.56  0.84  -1.62
H  2.96  1.21  -0.99
H  4.39  -1.61  -1.07
H  3.86  -2.14  0.54
H  1.74  -1.74  1.17
H  -0.22  -1.35  2.26
H  -2.69  -1.05  2.13
H  -4.29  0.57  -1.78
H  -4.43  2.64  -0.45
H  -4.29  1.58  0.97
H  -1.70  2.27  1.81
H  0.68  2.14  0.54
H  0.05  1.47  -2.03
H  -2.57  -1.56  -2.07
H  -0.09  -1.81  -1.99

***

two.
Entry from the OMol25 dataset: C16H20N2O4S as an isolated structure (wB97M-V/def2-TZVPD).

## Properties
Net charge: 0
HOMO-LUMO gap (eV): 8.226
HOMO level (eV): -8.720

Element x y z (Å)
C  -2.65  4.41  -3.31
C  -2.23  3.24  -2.37
O  -2.45  2.00  -3.05
C  -1.92  0.94  -2.35
O  -1.62  1.08  -1.19
C  -1.72  -0.35  -3.15
C  -1.05  -1.48  -2.33
C  -1.89  -1.98  -1.10
C  -1.38  -1.52  0.26
C  0.04  -1.40  0.57
C  0.51  -1.01  1.80
C  2.02  -0.95  1.99
C  2.64  0.46  1.74
O  3.92  0.54  2.41
C  4.88  -0.24  1.81
C  5.19  -1.68  2.27
O  5.55  0.21  0.90
C  -0.41  -0.69  2.88
N  -0.08  -0.32  4.12
S  -1.57  -0.16  4.82
N  -2.60  -0.54  3.62
C  -1.82  -0.83  2.56
C  -2.27  -1.23  1.27
H  -2.29  4.24  -4.34
H  -2.19  5.31  -2.87
H  -3.74  4.52  -3.24
H  -1.16  3.40  -2.14
H  -2.86  3.33  -1.47
H  -1.05  -0.10  -3.99
H  -2.69  -0.74  -3.52
H  -0.01  -1.25  -2.03
H  -0.97  -2.35  -3.02
H  -2.93  -1.68  -1.27
H  -1.83  -3.09  -1.11
H  0.78  -1.64  -0.21
H  2.46  -1.63  1.23
H  2.37  -1.34  2.96
H  2.76  0.65  0.66
H  1.97  1.26  2.11
H  6.26  -1.92  2.20
H  4.75  -1.81  3.27
H  4.62  -2.34  1.58
H  -3.34  -1.31  1.01

***

Which structure wins on stability? one wins.

***

one.
Entry from the OMol25 dataset: an isolated molecule of CH5FN2 (wB97M-V/def2-TZVPD).

## Properties
Net charge: 0
HOMO-LUMO gap (eV): 10.593
HOMO level (eV): -9.551
SMILES string: CN(N)F

Element x y z (Å)
C  -0.87  0.96  0.22
N  0.52  -0.10  0.49
N  0.52  -1.28  -0.05
F  1.48  0.84  -0.27
H  -1.10  0.82  -0.89
H  -1.69  0.40  0.73
H  -0.27  1.77  0.51
H  0.12  -1.52  -0.95
H  1.29  -1.89  0.21

***

two.
Entry from the OMol25 dataset: a 2-piece molecular cluster, CH5FN2 overall (wB97M-V/def2-TZVPD).

## Properties
Net charge: 0
HOMO-LUMO gap (eV): 10.315
HOMO level (eV): -10.516
SMILES string: [H]/N=N/C.F

Element x y z (Å)
H  -0.45  2.12  -0.22
N  -0.34  1.23  0.24
N  0.67  0.66  -0.30
C  0.82  -0.72  0.08
H  0.84  -1.25  -0.84
H  1.90  -0.97  0.22
H  0.27  -1.15  0.84
F  -2.20  -0.28  -0.14
H  -1.52  0.35  0.12

***

Which structure wins on stability? two wins.

***

one.
Entry from the OMol25 dataset: an isolated molecule of C3H6N2O2S (wB97M-V/def2-TZVPD).

## Properties
Net charge: 0
HOMO-LUMO gap (eV): 8.261
HOMO level (eV): -8.196
SMILES string: CO/C(=N\C=S)NO

Element x y z (Å)
C  -1.43  -1.11  0.87
O  -1.31  0.35  0.40
C  -0.25  0.60  -0.40
N  0.97  0.34  0.11
C  1.60  0.30  1.24
S  2.57  -0.97  1.50
N  -0.48  1.07  -1.62
O  0.76  1.29  -2.29
H  -0.90  -1.15  1.96
H  -0.76  -1.65  -0.08
H  -2.49  -1.33  0.79
H  1.44  1.39  1.94
H  -1.09  0.45  -2.34
H  1.36  0.40  -2.08

***

two.
Entry from the OMol25 dataset: an isolated molecule of C3H6N2O2S (wB97M-V/def2-TZVPD).

## Properties
Net charge: 0
HOMO-LUMO gap (eV): 10.383
HOMO level (eV): -10.076
SMILES string: [H]/N=C\N(S)CC(=O)O

Element x y z (Å)
H  -2.98  0.24  0.40
N  -2.71  -0.76  0.30
C  -1.51  -0.86  -0.05
N  -0.49  0.13  -0.14
S  -0.94  1.76  -0.12
C  0.76  -0.21  -0.83
C  2.01  0.08  0.05
O  3.10  0.22  -0.40
O  1.77  0.12  1.34
H  -1.04  -1.87  -0.26
H  -0.48  2.03  1.13
H  0.97  0.37  -1.75
H  0.75  -1.26  -1.11
H  0.80  0.02  1.45

***

Which structure wins on stability? two wins.

***

one.
Entry from the OMol25 dataset: an isolated molecule of C3H6N2O2S (wB97M-V/def2-TZVPD).

## Properties
Net charge: 0
HOMO-LUMO gap (eV): 9.454
HOMO level (eV): -8.779
SMILES string: C/C(=N\O)O/C=N\S

Element x y z (Å)
C  -1.79  1.74  0.15
C  -1.29  0.23  -0.12
N  -2.02  -0.83  -0.17
O  -3.33  -0.48  0.10
O  0.08  0.06  -0.20
C  0.77  -1.09  0.13
N  2.08  -1.07  0.21
S  2.79  0.52  -0.08
H  -2.47  2.25  -0.66
H  -0.80  2.32  0.41
H  -2.34  1.69  1.04
H  -3.78  -1.32  -0.40
H  0.15  -2.02  0.28
H  4.04  -0.04  0.14

***

two.
Entry from the OMol25 dataset: a 2-piece molecular cluster, C3H6N2O2S overall (wB97M-V/def2-TZVPD).

## Properties
Net charge: 0
HOMO-LUMO gap (spin up / spin down) (eV): 7.330 / 7.363
HOMO level (spin up / spin down) (eV): -8.718 / -8.112

Element x y z (Å)
C  0.30  0.00  0.99
C  -0.12  1.44  0.62
C  0.12  -0.72  -0.30
N  0.50  1.57  -0.72
N  -0.77  -1.81  -0.52
O  -1.11  -1.91  -1.69
O  -1.17  -2.56  0.35
S  0.13  0.21  -1.65
H  1.40  -0.11  1.06
H  -0.29  -0.30  1.88
H  -1.14  1.62  0.80
H  0.37  2.35  1.20
H  1.43  -2.26  -0.82
H  0.37  2.48  -1.20

***

three.
Entry from the OMol25 dataset: a 2-piece molecular cluster, C3H6N2O2S overall (wB97M-V/def2-TZVPD).

## Properties
Net charge: 0
HOMO-LUMO gap (eV): 8.534
HOMO level (eV): -8.585

Element x y z (Å)
C  -2.34  0.09  -0.34
C  -0.24  1.09  0.05
C  2.79  -0.48  0.61
H  -2.41  -0.71  -1.24
H  -3.16  -0.22  0.40
H  -2.49  1.27  -0.66
H  0.64  -1.38  -0.02
H  -0.80  2.15  0.08
H  2.94  -1.37  1.25
N  -0.94  -0.09  0.05
N  1.10  1.07  0.07
O  -0.66  -1.33  -0.40
O  1.58  -0.15  0.74
S  3.99  0.07  -0.59

***

Which structure wins on stability? one wins.